Formula: C33H64FeNO5S2SbSi3
Source: OMol25
Level of theory: ωB97M-V/def2-TZVPD

As for the total charge: +1. As for the HOMO-LUMO gap (spin up / spin down): 0.307 / 0.257 Eh. Its spin multiplicity is 6. As for the HOMO energy (spin up / spin down): -10.057 / -10.535 eV. For the electronic energy, the calculation gives -4895.5151 hartree. As for the LUMO energy (spin up / spin down): -1.70 / -3.54 eV.

```
110
Properties=species:S:1:pos:R:3:forces:R:3
Fe 0.66833 -0.71541 1.19943 -0.229 -0.459 -0.314
C -0.15305 -1.92755 3.03798 0.034 0.116 -0.124
C 1.11221 -2.52332 2.71121 -0.094 0.047 0.037
C 2.11370 -1.56247 2.93281 -0.068 0.220 0.178
C 1.48661 -0.36448 3.39733 0.186 -0.134 -0.024
C 0.08984 -0.60438 3.47902 -0.163 -0.114 0.101
C -0.93740 0.33248 4.03123 -0.007 -0.020 0.036
C 2.18417 0.88321 3.83065 -0.085 0.019 0.010
C 3.58204 -1.80055 2.82162 -0.007 -0.005 -0.039
C 1.35552 -3.95389 2.36555 -0.005 -0.009 0.070
C -1.47257 -2.62766 3.06233 0.105 -0.055 0.061
H -0.48422 1.01230 4.75150 0.005 0.020 0.011
H -1.72166 -0.22090 4.54759 -0.010 -0.006 0.008
H -1.39909 0.94324 3.25707 -0.031 0.023 -0.024
H 2.32973 0.87557 4.91403 -0.002 0.007 0.007
H 1.60102 1.76848 3.58031 -0.010 0.008 -0.019
H 3.16861 0.98262 3.37585 0.014 -0.009 -0.002
H 3.97329 -2.20479 3.75846 0.005 0.003 0.015
H 4.13271 -0.88377 2.61006 -0.004 0.010 -0.017
H 3.79853 -2.52051 2.03521 0.017 -0.043 -0.024
H 1.70145 -4.07743 1.34212 0.032 -0.016 -0.145
H 0.45662 -4.55340 2.49683 0.092 0.080 0.045
H 2.12269 -4.36950 3.02099 0.019 -0.017 0.007
H -1.67152 -3.02924 4.06020 0.010 -0.015 0.007
H -1.49003 -3.46123 2.35994 0.011 0.052 0.023
H -2.29280 -1.95575 2.81506 0.014 -0.014 0.016
C 5.78701 -0.74035 -0.78249 0.022 -0.028 0.067
C 4.61568 -1.68072 -1.00239 -0.001 -0.024 -0.038
S 2.93831 -1.00182 -1.17458 -0.205 -0.212 -0.070
O 2.24148 -1.43523 0.13034 0.248 0.478 -0.011
C 3.13145 0.78474 -1.09080 -0.090 0.020 0.108
C 3.51112 1.35076 0.26725 0.126 0.006 0.067
H 6.70646 -1.32068 -0.85078 0.012 -0.008 -0.006
H 5.76028 -0.27952 0.20085 0.008 -0.021 0.009
H 5.84169 0.03999 -1.53915 0.003 0.021 -0.027
H 4.49822 -2.38112 -0.17583 0.001 -0.038 0.008
H 4.75151 -2.26478 -1.91332 0.008 0.000 -0.009
H 2.14183 1.12192 -1.40483 0.001 0.045 0.008
H 3.83224 1.05189 -1.88196 0.007 -0.014 -0.057
H 3.11367 0.74433 1.08264 -0.071 -0.017 -0.011
H 3.09942 2.35030 0.36412 -0.036 0.119 0.000
H 4.58897 1.41709 0.39613 -0.052 0.017 -0.016
C -2.14509 -2.55357 -4.35989 0.003 0.037 0.058
Si -1.04511 -1.54442 -3.23349 0.074 0.075 -0.022
C -1.69182 0.21058 -3.25143 -0.032 -0.036 -0.021
C 0.68042 -1.60135 -3.96963 -0.011 0.003 0.051
Sb -0.95087 -2.44676 -0.80992 -0.097 -0.066 0.224
Si -3.44092 -2.20265 -0.19245 0.045 -0.071 -0.077
C -3.53182 -0.54377 0.67726 -0.005 0.005 0.007
C -4.55632 -2.18025 -1.69030 0.029 0.037 -0.008
C -4.05786 -3.59718 0.88901 0.077 -0.010 0.096
Si -0.43932 -4.93791 -1.22544 -0.064 0.076 0.031
C -0.96160 -5.91289 0.28151 0.047 0.079 0.093
C 1.41263 -4.99431 -1.51093 -0.048 -0.022 -0.036
C -1.30312 -5.64954 -2.71823 -0.026 0.010 0.000
H -2.02671 -2.12061 -5.35693 -0.020 0.007 -0.043
H -3.19791 -2.49462 -4.09886 -0.075 0.010 0.035
H -1.86656 -3.59927 -4.42118 0.028 -0.109 -0.016
H -1.98346 0.46906 -4.27200 -0.022 0.003 -0.027
H -0.93602 0.91076 -2.91122 0.079 0.061 0.032
H -2.56388 0.33024 -2.60838 -0.069 0.005 0.012
H 0.59687 -1.59340 -5.05781 0.011 0.018 -0.056
H 1.23091 -2.49806 -3.68289 0.002 -0.031 -0.012
H 1.27205 -0.73627 -3.67293 0.022 0.036 0.033
H -3.47130 0.26687 -0.05080 0.011 0.035 -0.043
H -2.72139 -0.40334 1.39354 0.020 0.019 0.035
H -4.47845 -0.44655 1.21247 -0.043 0.038 0.013
H -4.35983 -1.33685 -2.35096 0.021 0.023 -0.050
H -5.59331 -2.10646 -1.35626 -0.051 0.015 0.023
H -4.45921 -3.10074 -2.26483 -0.018 -0.044 -0.037
H -3.52722 -3.71090 1.83287 -0.050 -0.014 -0.064
H -4.00482 -4.54421 0.35258 -0.011 -0.063 -0.036
H -5.10899 -3.41011 1.11844 -0.062 0.007 0.008
H -0.64140 -5.44208 1.21122 -0.066 -0.095 -0.104
H -0.54057 -6.91927 0.25218 0.026 -0.051 -0.022
H -2.04644 -6.00809 0.31144 -0.075 -0.006 0.000
H 1.95370 -4.40035 -0.77922 0.096 0.057 0.121
H 1.65212 -4.59785 -2.49893 -0.003 0.008 -0.053
H 1.78197 -6.02026 -1.46588 0.020 -0.044 -0.003
H -2.37208 -5.43916 -2.70103 -0.063 0.000 -0.032
H -1.17673 -6.73412 -2.72687 0.019 -0.051 0.018
H -0.88942 -5.26218 -3.64773 0.018 -0.008 -0.031
C -3.42924 8.83062 0.23747 0.001 0.007 -0.001
C -2.13910 8.07261 0.10596 -0.013 0.003 0.002
C -1.53790 7.48424 1.21694 0.017 -0.011 0.009
C -0.36043 6.76826 1.09349 0.030 0.069 -0.037
C 0.22795 6.63846 -0.15852 -0.098 -0.045 0.030
C -0.34762 7.22048 -1.27861 0.011 0.011 0.047
C -1.52465 7.93726 -1.13572 0.008 0.006 -0.012
S 1.68600 5.66474 -0.32020 0.152 0.045 -0.077
O 2.14727 5.80003 -1.66878 -0.008 0.007 0.044
O 2.53195 5.89360 0.81317 0.011 0.027 -0.065
N 1.19356 4.10752 -0.14277 0.046 -0.123 0.176
C 0.14123 3.56561 -0.99477 0.024 -0.135 -0.180
C -0.88432 2.79669 -0.15838 0.003 -0.026 0.025
C -0.32414 1.44967 0.23237 0.054 0.070 -0.004
O 0.09694 1.26524 1.42091 0.152 0.125 0.077
O -0.21898 0.51815 -0.59286 0.287 0.059 -0.085
H -3.67103 9.02537 1.28030 -0.004 0.005 0.015
H -4.25218 8.26191 -0.19841 -0.015 -0.004 -0.003
H -3.37899 9.78417 -0.28690 0.005 0.016 -0.009
H -1.99074 7.60417 2.19271 -0.014 -0.008 0.017
H 0.11935 6.34108 1.96380 0.015 -0.027 0.037
H 0.13869 7.12194 -2.23834 0.011 0.001 -0.039
H -1.96992 8.40810 -2.00283 -0.015 0.000 -0.028
H 1.11500 3.87955 0.83912 -0.049 -0.044 0.080
H 0.59237 2.89013 -1.72519 -0.091 0.017 -0.098
H -0.34556 4.36061 -1.56411 -0.024 0.041 0.145
H -1.79502 2.65437 -0.73983 0.036 -0.101 -0.036
H -1.12569 3.35883 0.74434 -0.077 0.035 -0.049
```
Positions in Å, forces in eV/Å.

Results of the Mulliken charge analysis, in e, for atoms 1 through 4: 1.69, 1.30, 1.45, 0.65